{
  "formula": "C37H43BrN6O3SSeSiTi",
  "method": "wB97M-V/def2-TZVPD",
  "elements": ["Ti", "O", "C", "C", "C", "C", "C", "C", "C", "O", "N", "N", "C", "C", "Br", "C", "C", "C", "C", "C", "C", "C", "H", "H", "H", "H", "H", "H", "H", "H", "H", "H", "H", "H", "H", "H", "N", "C", "C", "C", "C", "C", "C", "S", "N", "C", "C", "C", "C", "C", "C", "N", "H", "H", "H", "H", "H", "H", "H", "H", "H", "O", "C", "C", "C", "C", "C", "C", "N", "H", "H", "H", "H", "H", "H", "H", "H", "H", "H", "H", "C", "Si", "C", "C", "Se", "H", "H", "H", "H", "H", "H", "H", "H", "H"],
  "xyz": [[0.674886, -0.291865, 0.467310], [-1.974237, 3.558170, -2.554680], [-0.652917, 3.917220, -2.527241], [-0.145613, 4.893919, -3.379282], [1.195989, 5.227680, -3.328047], [2.043034, 4.593312, -2.426713], [1.529653, 3.623922, -1.582459], [0.184044, 3.273897, -1.623577], [-0.294470, 2.145026, -0.731678], [0.468983, 1.022444, -0.933848], [-0.133754, 2.575871, 0.677273], [-0.133121, 1.507998, 1.544280], [-0.740577, 1.649714, 2.661730], [-0.751208, 0.662648, 3.727041], [0.860600, -0.315173, 3.982919], [-1.778353, 0.454593, 4.556987], [-3.107004, 1.063874, 4.414990], [-3.798787, 1.470626, 5.558737], [-5.051023, 2.048884, 5.456766], [-5.644159, 2.211313, 4.210328], [-4.978382, 1.782108, 3.071618], [-3.719263, 1.209048, 3.169302], [-2.430096, 4.079464, -3.222384], [-0.806867, 5.388758, -4.082297], [1.580701, 5.987502, -3.994804], [3.091754, 4.853060, -2.385937], [2.162882, 3.107176, -0.871197], [-1.357079, 1.926166, -0.927224], [-0.820225, 3.282716, 0.937592], [-1.313129, 2.561355, 2.852004], [-1.632225, -0.215464, 5.396439], [-3.340143, 1.337911, 6.531190], [-5.571446, 2.369391, 6.349598], [-6.627937, 2.654723, 4.132048], [-5.447155, 1.874761, 2.100655], [-3.226794, 0.813987, 2.285074], [4.839995, -0.923212, 1.007688], [5.458658, 0.174060, 0.406357], [6.664951, 0.044598, -0.271140], [7.266405, 1.158922, -0.836659], [6.654955, 2.401429, -0.764275], [5.438578, 2.531031, -0.106882], [4.855781, 1.430733, 0.501022], [3.396672, 1.521652, 1.485020], [2.688988, 0.045925, 1.009222], [3.463380, -1.045382, 1.061863], [2.820281, -2.302248, 1.113316], [3.471313, -3.555033, 1.006846], [2.747101, -4.703023, 1.153685], [1.359401, -4.621436, 1.386574], [0.775172, -3.375310, 1.394128], [1.450206, -2.235100, 1.248345], [5.379422, -1.768330, 1.071247], [7.131722, -0.929906, -0.349875], [8.212077, 1.049323, -1.349742], [7.118817, 3.265009, -1.219515], [4.942872, 3.491180, -0.043093], [4.531591, -3.609330, 0.797452], [3.234515, -5.666223, 1.079792], [0.755897, -5.507013, 1.519129], [-0.293833, -3.262710, 1.501580], [1.268448, -1.415349, -1.312566], [0.827043, -1.309509, -2.479409], [-0.062714, -2.375947, -3.060817], [-1.482722, -1.874759, -3.360538], [-1.619759, -1.062242, -4.643321], [-0.833550, 0.244818, -4.656017], [0.676017, 0.039751, -4.564522], [1.158228, -0.263585, -3.226560], [-0.098268, -3.170282, -2.315818], [0.395660, -2.780257, -3.969890], [-1.838429, -1.299293, -2.503204], [-2.131667, -2.750524, -3.429912], [-2.677676, -0.843407, -4.804894], [-1.296906, -1.673608, -5.494551], [-1.151726, 0.893993, -3.835325], [-1.044198, 0.774929, -5.588425], [1.192051, 0.950024, -4.868002], [0.989577, -0.750127, -5.253810], [1.562999, 0.492983, -2.689766], [-2.723630, -3.106588, 3.018881], [-3.027064, -2.766590, 1.196914], [-4.848928, -2.387707, 0.977276], [-2.632400, -4.293256, 0.175185], [-1.901826, -0.936391, 0.507336], [-3.345399, -3.938922, 3.357662], [-2.992314, -2.223886, 3.598640], [-1.683876, -3.344320, 3.243180], [-5.454151, -3.257468, 1.243035], [-5.070820, -2.114590, -0.054633], [-5.144996, -1.554567, 1.616210], [-3.223607, -5.145379, 0.517863], [-1.580113, -4.569459, 0.214891], [-2.884758, -4.104826, -0.869646]],
  "atomic_forces_ev_per_a": [[0.477, -0.470, -0.561], [0.002, -0.007, 0.012], [0.034, -0.016, 0.021], [-0.037, 0.002, -0.020], [0.039, -0.011, 0.028], [-0.016, 0.004, -0.005], [-0.051, 0.030, -0.051], [-0.041, -0.081, 0.037], [-0.086, 0.118, -0.118], [-0.061, -0.146, 0.573], [-0.009, 0.059, 0.022], [-0.246, 0.173, 0.300], [0.057, 0.210, -0.349], [0.015, -0.297, 0.289], [-0.152, 0.070, -0.066], [0.224, 0.022, -0.123], [-0.122, 0.085, 0.042], [0.060, -0.024, 0.004], [-0.046, 0.025, -0.012], [0.045, -0.025, -0.004], [-0.060, 0.031, 0.023], [0.095, -0.060, -0.054], [-0.005, 0.012, -0.014], [-0.011, 0.007, -0.009], [0.009, 0.022, -0.021], [0.027, 0.013, -0.005], [0.033, -0.017, 0.030], [0.132, 0.003, 0.033], [0.053, -0.035, 0.014], [0.046, -0.075, -0.017], [0.006, -0.006, -0.010], [0.001, 0.001, 0.016], [0.000, 0.000, 0.015], [-0.012, 0.006, -0.004], [-0.001, 0.004, -0.020], [-0.013, 0.027, 0.009], [-0.014, -0.025, 0.217], [0.071, 0.106, -0.109], [0.005, 0.005, 0.011], [0.014, -0.040, -0.001], [-0.048, 0.031, 0.024], [0.027, -0.019, -0.023], [-0.113, -0.052, 0.086], [0.081, 0.033, -0.118], [-0.335, -0.052, 0.039], [-0.123, 0.027, -0.096], [0.014, 0.105, 0.000], [-0.015, -0.009, 0.070], [-0.008, 0.005, -0.012], [0.004, 0.003, -0.001], [0.005, -0.085, -0.006], [-0.005, 0.209, -0.089], [-0.009, -0.016, -0.058], [0.016, -0.022, -0.008], [0.019, -0.004, -0.015], [0.015, 0.027, -0.011], [-0.003, 0.037, 0.006], [0.014, -0.005, 0.023], [0.005, -0.014, 0.000], [-0.025, -0.007, 0.003], [0.013, 0.021, 0.002], [-0.381, 0.093, -0.122], [0.240, -0.136, 0.129], [0.017, -0.054, 0.048], [0.000, -0.017, 0.021], [-0.006, 0.010, 0.027], [0.028, -0.038, -0.029], [-0.059, 0.028, -0.022], [0.049, 0.034, 0.011], [0.022, 0.018, -0.035], [0.003, 0.005, -0.004], [-0.017, 0.022, 0.045], [0.003, -0.004, -0.008], [-0.004, 0.005, -0.003], [-0.002, -0.005, -0.008], [-0.009, 0.015, 0.022], [-0.002, 0.018, -0.003], [0.011, -0.016, -0.003], [0.003, 0.000, 0.001], [-0.002, 0.009, 0.033], [-0.025, -0.049, -0.084], [0.125, 0.128, -0.061], [0.040, -0.014, 0.031], [-0.045, 0.048, 0.016], [0.019, -0.007, 0.007], [-0.012, -0.034, 0.028], [-0.030, 0.086, 0.052], [0.049, -0.009, -0.002], [-0.044, -0.017, 0.012], [0.008, -0.003, -0.038], [-0.013, 0.030, 0.026], [-0.022, -0.046, 0.013], [0.074, -0.021, 0.010], [-0.014, 0.009, -0.044]],
  "lowdin_charge": [0.743, 0.052, -0.268, -0.030, -0.089, -0.082, -0.017, -0.099, -0.405, -0.305, 0.043, -0.083, -0.204, -0.637, 0.827, -0.103, -0.226, -0.038, -0.085, -0.087, -0.072, -0.048, 0.105, 0.111, 0.102, 0.098, 0.095, 0.134, 0.140, 0.144, 0.110, 0.114, 0.102, 0.101, 0.106, 0.047, 0.121, -0.256, -0.027, -0.094, -0.099, -0.103, -0.456, 0.958, -0.401, -0.369, -0.230, -0.025, -0.080, -0.067, -0.158, -0.036, 0.126, 0.110, 0.101, 0.099, 0.101, 0.100, 0.103, 0.097, 0.039, -0.070, -0.429, -0.076, -0.185, -0.204, -0.175, -0.156, 0.112, 0.121, 0.128, 0.074, 0.111, 0.110, 0.113, 0.113, 0.111, 0.122, 0.122, 0.140, -0.209, 0.101, -0.230, -0.212, 0.423, 0.032, 0.016, 0.018, 0.029, 0.025, 0.017, 0.030, 0.006, 0.022],
  "total_charge": 0,
  "s2": 2.017,
  "lumo_ha": [0.0023, -0.0022],
  "mol_weight_g_mol": 886.674,
  "spin_multiplicity": 3,
  "energy_ev": -231371.6846,
  "de_lowest_ev": 0.0000,
  "orbital_gap_ev": [5.416, 7.326],
  "fmax_ev_per_a": 0.87
}



{
  "formula": "C28H31GeN3PdS3Si",
  "method": "wB97M-V/def2-TZVPD",
  "elements": ["Pd", "C", "Si", "C", "C", "C", "C", "C", "C", "N", "C", "S", "H", "H", "H", "H", "H", "H", "H", "H", "H", "H", "H", "H", "C", "C", "N", "C", "C", "S", "C", "C", "S", "C", "N", "C", "H", "H", "H", "H", "H", "H", "H", "H", "Ge", "C", "C", "C", "C", "C", "C", "C", "C", "C", "C", "C", "C", "H", "H", "H", "H", "H", "H", "H", "H", "H", "H", "H"],
  "xyz": [[-0.684927, -0.160427, -1.330847], [2.532722, -2.634952, 3.935124], [2.588638, -2.983688, 2.109230], [3.818844, -1.878427, 1.246373], [2.914921, -4.774107, 1.733001], [0.801418, -2.651743, 1.475818], [-0.243102, -3.422832, 2.010280], [-1.569495, -3.203695, 1.677255], [-1.874230, -2.236078, 0.740269], [-0.895348, -1.534055, 0.167718], [0.373109, -1.702898, 0.571895], [1.272255, -0.326864, -0.124275], [3.509966, -2.826158, 4.383466], [1.810828, -3.267291, 4.455356], [2.274291, -1.593464, 4.139474], [4.810408, -2.123548, 1.635675], [3.654680, -0.817440, 1.439578], [3.849239, -2.035137, 0.166774], [3.903820, -5.057168, 2.099827], [2.893348, -4.968214, 0.659001], [2.193485, -5.439675, 2.210499], [-0.018448, -4.191560, 2.741328], [-2.363438, -3.770846, 2.142223], [-2.883931, -2.004784, 0.440546], [1.490328, 2.705717, -1.889321], [0.831567, 1.985222, -3.006278], [0.004549, 0.966177, -2.899951], [-0.384947, 0.488909, -4.141545], [0.163592, 1.144637, -5.186974], [1.175475, 2.392179, -4.619591], [-1.379546, -0.572450, -4.158080], [-1.900263, -1.198631, -5.236786], [-3.073682, -2.320356, -4.732315], [-2.809351, -1.915778, -3.104146], [-1.890684, -0.984421, -2.936208], [-3.606366, -2.594144, -2.047119], [0.955651, 2.552806, -0.957494], [1.533893, 3.776454, -2.085290], [2.513423, 2.348910, -1.750622], [0.001639, 0.979922, -6.238906], [-1.662611, -1.049375, -6.276559], [-4.353167, -3.245774, -2.495907], [-4.125583, -1.856338, -1.434327], [-2.964866, -3.209231, -1.420537], [-0.106762, 1.198274, 1.167856], [-1.836752, 1.656675, 0.438094], [-2.024368, 2.632006, -0.545803], [-3.301981, 2.970943, -0.963325], [-4.405606, 2.341993, -0.398572], [-4.231530, 1.375949, 0.584834], [-2.953135, 1.031368, 0.998018], [1.154591, 2.581017, 1.584508], [0.784055, 3.922893, 1.491825], [1.656650, 4.917616, 1.911542], [2.899053, 4.574785, 2.426238], [3.269302, 3.239282, 2.533513], [2.397787, 2.244906, 2.118995], [-0.231683, 0.143191, 2.266942], [-1.175031, 3.143150, -0.985203], [-3.439712, 3.733368, -1.718335], [-5.403035, 2.615162, -0.715513], [-5.092691, 0.904621, 1.039584], [-2.825566, 0.295289, 1.786798], [-0.190532, 4.200948, 1.108653], [1.363809, 5.956765, 1.846455], [3.578819, 5.349405, 2.754524], [4.233369, 2.975870, 2.947203], [2.692846, 1.205143, 2.213536]],
  "atomic_forces_ev_per_a": [[0.041, -0.942, -1.012], [-0.003, 0.028, 0.028], [0.012, 0.012, -0.035], [-0.009, -0.025, 0.019], [0.006, -0.024, -0.012], [-0.039, -0.015, 0.036], [0.089, -0.019, 0.025], [-0.116, 0.000, 0.013], [0.081, -0.074, -0.163], [-0.195, -0.049, 0.021], [0.002, -0.024, 0.064], [0.238, 0.343, 0.076], [0.004, 0.000, -0.005], [-0.007, -0.004, -0.008], [0.001, -0.002, 0.002], [0.008, -0.004, -0.012], [0.018, 0.000, 0.014], [-0.009, -0.003, -0.005], [0.004, 0.006, 0.001], [0.003, 0.001, 0.001], [-0.008, 0.008, 0.005], [0.034, -0.005, -0.018], [-0.004, 0.013, 0.004], [-0.010, -0.003, 0.035], [0.052, -0.023, 0.131], [0.120, -0.103, -0.016], [-0.076, 0.075, -0.027], [-0.227, -0.016, 0.069], [0.034, 0.063, -0.035], [0.005, 0.036, -0.054], [0.109, 0.047, 0.105], [-0.059, -0.033, -0.057], [0.000, -0.036, -0.077], [0.037, 0.123, 0.043], [-0.228, 0.048, -0.057], [-0.015, 0.059, 0.040], [0.006, 0.047, -0.029], [0.013, -0.003, 0.003], [-0.009, 0.000, -0.011], [0.006, -0.001, -0.006], [0.002, -0.003, -0.006], [-0.013, 0.015, 0.003], [0.020, 0.006, 0.030], [0.030, -0.042, 0.017], [0.489, 0.086, 0.748], [0.031, 0.136, 0.006], [0.037, 0.030, -0.047], [-0.067, -0.055, 0.018], [0.055, -0.008, -0.005], [-0.001, 0.010, -0.051], [-0.041, -0.025, 0.098], [-0.198, 0.211, 0.060], [0.024, 0.033, 0.010], [0.015, -0.026, -0.013], [-0.020, -0.016, -0.005], [-0.009, -0.003, -0.013], [0.053, -0.026, -0.076], [-0.222, 0.101, 0.121], [-0.031, 0.010, 0.025], [-0.001, 0.003, 0.001], [-0.005, 0.007, 0.000], [-0.006, 0.001, 0.009], [-0.019, 0.046, -0.041], [-0.033, 0.008, -0.001], [-0.001, 0.002, -0.007], [0.002, 0.002, 0.004], [0.000, -0.002, 0.002], [-0.002, 0.000, 0.015]],
  "lowdin_charge": [0.808, -0.159, 0.524, -0.189, -0.160, -0.194, -0.024, -0.005, -0.114, -0.129, -0.661, 0.762, 0.048, 0.040, 0.037, 0.051, -0.002, 0.036, 0.049, 0.044, 0.039, 0.122, 0.128, 0.105, -0.071, -0.604, -0.057, -0.310, -0.289, 1.184, -0.321, -0.297, 1.180, -0.599, -0.010, -0.065, 0.007, 0.104, 0.108, 0.098, 0.097, 0.087, 0.090, 0.077, 0.898, -0.381, -0.128, -0.054, -0.047, -0.059, -0.134, -0.379, -0.109, -0.055, -0.047, -0.054, -0.115, 0.027, 0.090, 0.117, 0.119, 0.117, 0.097, 0.100, 0.116, 0.118, 0.116, 0.082],
  "total_charge": 2,
  "lumo_ha": -0.2400,
  "mol_weight_g_mol": 712.894,
  "spin_multiplicity": 1,
  "energy_ev": -134377.2502,
  "de_lowest_ev": 0.0175,
  "orbital_gap_ev": 7.740,
  "fmax_ev_per_a": 1.38
}